The following is a DFT calculation (ωB97M-V/def2-TZVPD) of a single C7H10 molecule.

electronic energy	-272.5284	hartree
total charge	0
orbital gap	8.349	eV

Cartesian coordinates (Å):
C: 1.532 -1.090 -1.092
C: 0.326 -0.481 -1.739
C: 0.806 0.035 -0.408
C: -0.885 2.249 0.953
C: -0.654 0.981 1.574
C: -1.422 -0.206 0.924
C: 0.045 -0.209 0.870
H: 2.511 -0.869 -1.505
H: 1.435 -2.091 -0.681
H: 0.458 0.149 -2.613
H: -0.582 -1.077 -1.748
H: 1.324 0.991 -0.442
H: -0.777 2.068 -0.143
H: -0.638 0.934 2.663
H: -1.985 0.012 0.022
H: -1.938 -0.838 1.641
H: 0.541 -0.853 1.595



The following is a DFT calculation (ωB97M-V/def2-TZVPD) of a molecular structure, C35H38FN3O3RuSi in a non-equilibrium geometry.

electronic energy	-2229.8974	hartree
2S+1	5
total charge	+2
orbital gap (alpha / beta)	5.113 / 2.909	eV

Cartesian coordinates (Å):
C: 0.106 2.752 -0.771
C: 0.541 2.760 -2.170
C: -0.607 2.367 -2.955
H: 1.442 3.122 -2.637
C: -1.624 1.832 -2.107
C: -1.207 2.079 -0.729
H: -1.862 1.761 0.107
H: 0.786 2.955 0.058
H: -0.689 2.344 -4.034
H: -2.513 1.370 -2.513
Ru: 0.158 0.752 -1.586
C: -1.493 -2.388 -4.286
H: -1.954 -1.485 -4.877
H: -1.730 -2.332 -3.151
H: -0.369 -2.111 -4.444
Si: 0.588 0.893 -5.457
C: 1.482 -0.199 -6.721
C: 2.412 0.694 -7.300
H: 2.469 1.744 -6.969
C: 3.367 0.258 -8.207
H: 4.140 0.937 -8.504
C: 3.415 -1.026 -8.721
H: 4.208 -1.349 -9.422
C: 2.372 -1.844 -8.301
H: 2.357 -2.835 -8.714
C: 1.408 -1.472 -7.347
H: 0.654 -2.220 -7.075
C: -1.044 1.241 -6.572
C: -0.934 1.349 -7.970
H: -0.072 0.933 -8.503
C: -1.953 1.912 -8.777
H: -1.770 2.111 -9.812
C: -3.220 2.229 -8.297
H: -4.002 2.689 -8.921
C: -3.397 1.923 -6.954
H: -4.369 2.105 -6.548
C: -2.376 1.403 -6.111
H: -2.676 1.068 -5.121
H: 1.419 2.047 -5.083
H: -1.871 -3.372 -4.658
F: 0.446 2.877 5.147
C: 0.268 1.571 4.721
C: 0.441 1.329 3.385
C: 0.408 -0.010 2.935
C: 0.717 -0.321 1.550
O: 1.355 0.512 0.866
C: 0.269 -1.639 1.081
C: 0.193 -2.652 2.039
N: 0.189 -2.384 3.387
C: 0.136 -3.437 4.327
C: 0.379 -4.873 3.974
C: 1.408 -4.112 4.762
C: 0.235 -1.062 3.851
C: 0.104 -0.786 5.215
C: 0.072 0.548 5.684
N: -0.144 0.818 7.055
C: 0.752 0.158 7.993
C: 0.159 0.073 9.397
N: -0.290 1.435 9.756
C: -1.279 2.048 8.850
C: -0.615 2.120 7.471
C: 0.306 -2.002 -0.373
O: 0.308 -3.170 -0.773
O: 0.443 -0.984 -1.263
H: 0.581 2.125 2.667
H: 0.062 -3.677 1.739
H: -0.594 -3.265 5.120
H: -0.210 -5.582 4.535
H: 0.620 -5.108 2.931
H: 2.329 -3.838 4.274
H: 1.471 -4.367 5.834
H: 0.021 -1.602 5.940
H: 1.727 0.693 8.059
H: 0.959 -0.854 7.621
H: -0.724 -0.574 9.451
H: 0.902 -0.254 10.127
H: -0.673 1.423 10.712
H: 0.531 2.037 9.733
H: -1.531 3.041 9.231
H: -2.166 1.410 8.868
H: 0.208 2.857 7.525
H: -1.366 2.482 6.756



The following is a DFT calculation (ωB97M-V/def2-TZVPD) of a single C22H19NO2 molecule in a non-equilibrium geometry.

electronic energy	-1054.8591	hartree
total charge	0
structure (SMILES)	O=[N+]([O-])C[C@H](C=C(c1ccccc1)c1ccccc1)c1ccccc1
orbital gap	8.253	eV

Cartesian coordinates (Å):
O: 1.318 1.516 -2.911
N: 0.724 0.446 -2.642
O: 1.237 -0.690 -2.646
C: -0.776 0.576 -2.347
C: -1.108 0.649 -0.859
C: -0.384 -0.461 -0.169
C: 0.765 -0.388 0.559
C: 1.393 -1.688 0.975
C: 0.610 -2.758 1.446
C: 1.198 -3.972 1.817
C: 2.576 -4.166 1.643
C: 3.365 -3.123 1.138
C: 2.781 -1.892 0.833
C: 1.482 0.863 0.921
C: 1.537 2.013 0.105
C: 2.215 3.163 0.511
C: 2.893 3.193 1.732
C: 2.884 2.046 2.542
C: 2.198 0.904 2.137
C: -2.633 0.621 -0.774
C: -3.319 1.845 -0.885
C: -4.671 1.860 -1.241
C: -5.344 0.655 -1.480
C: -4.685 -0.561 -1.280
C: -3.329 -0.581 -0.915
H: -1.222 -0.326 -2.800
H: -1.113 1.481 -2.882
H: -0.790 1.618 -0.468
H: -0.804 -1.450 -0.375
H: -0.467 -2.612 1.556
H: 0.579 -4.766 2.240
H: 3.036 -5.122 1.906
H: 4.440 -3.265 0.993
H: 3.401 -1.072 0.461
H: 1.096 2.030 -0.884
H: 2.205 4.033 -0.152
H: 3.437 4.087 2.042
H: 3.412 2.036 3.497
H: 2.195 0.017 2.778
H: -2.763 2.779 -0.741
H: -5.187 2.816 -1.348
H: -6.384 0.669 -1.827
H: -5.209 -1.503 -1.411
H: -2.793 -1.523 -0.795



The following is a DFT calculation (ωB97M-V/def2-TZVPD) of a molecular structure, C44H46AuF6N8OPSSb2.

electronic energy	-4171.6563	hartree
2S+1	4
total charge	+3
orbital gap (alpha / beta)	5.878 / 3.341	eV

Cartesian coordinates (Å):
Au: 0.701 0.065 0.310
C: 2.881 5.095 1.661
N: 2.094 4.047 1.013
C: 2.092 2.746 1.261
N: 1.140 2.177 0.521
C: 0.590 3.210 -0.170
N: 1.147 4.353 0.116
C: 2.165 5.718 2.833
C: 2.474 7.031 3.183
C: 1.904 7.605 4.312
C: 1.015 6.883 5.091
C: 0.688 5.579 4.726
C: 1.266 4.997 3.600
C: -0.245 4.809 5.543
N: -0.587 5.003 6.764
N: -1.468 3.993 7.090
C: -1.592 3.267 6.041
O: -0.842 3.712 4.994
C: -2.423 2.082 5.853
C: -2.832 1.347 6.967
C: -3.630 0.232 6.794
C: -4.022 -0.155 5.518
C: -3.630 0.586 4.408
C: -4.168 0.219 3.053
N: -3.134 0.230 2.005
C: -1.827 0.058 2.101
N: -1.298 0.121 0.876
C: -2.368 0.345 0.067
N: -3.490 0.409 0.725
C: -2.831 1.708 4.578
H: 3.097 5.835 0.890
H: 3.824 4.628 1.960
H: 2.763 2.257 1.944
H: -0.209 3.103 -0.878
H: 3.166 7.606 2.583
H: 2.152 8.622 4.580
H: 0.565 7.320 5.970
H: 1.001 3.978 3.350
H: -2.520 1.662 7.952
H: -3.950 -0.340 7.652
H: -4.653 -1.024 5.394
H: -4.929 0.918 2.700
H: -4.606 -0.781 3.062
H: -1.303 -0.093 3.026
H: -2.301 0.459 -0.999
H: -2.550 2.325 3.734
C: -4.552 -2.034 -2.280
C: -4.594 -2.913 -1.043
Sb: -2.809 -4.041 -0.675
C: -2.931 -4.508 1.401
C: -4.258 -5.196 1.693
C: -3.070 -5.895 -1.701
C: -1.954 -6.898 -1.479
H: -5.502 -1.517 -2.409
H: -4.378 -2.618 -3.184
H: -3.767 -1.279 -2.213
H: -5.369 -3.678 -1.121
H: -4.773 -2.339 -0.134
H: -2.817 -3.569 1.942
H: -2.074 -5.134 1.642
H: -5.117 -4.576 1.440
H: -4.317 -5.418 2.758
H: -4.350 -6.144 1.167
H: -3.224 -5.654 -2.752
H: -4.024 -6.234 -1.289
H: -1.007 -6.546 -1.881
H: -2.206 -7.832 -1.982
H: -1.818 -7.125 -0.422
F: 0.100 -2.133 -0.774
P: 1.026 -3.513 -0.506
F: 1.983 -3.016 -1.780
F: 1.914 -2.588 0.493
F: 0.098 -4.297 -1.549
F: 0.039 -3.905 0.689
F: 1.962 -4.746 -0.275
S: 2.868 -0.397 -0.374
Sb: 2.639 -0.696 -2.794
C: 1.199 -1.387 -4.161
C: 1.695 -1.147 -5.439
C: 0.913 -1.490 -6.534
C: -0.338 -2.050 -6.340
C: -0.815 -2.274 -5.058
C: -0.049 -1.947 -3.948
C: 4.543 -1.385 -3.250
C: 4.966 -2.644 -2.829
C: 6.241 -3.066 -3.173
C: 7.071 -2.246 -3.924
C: 6.637 -0.999 -4.342
C: 5.369 -0.554 -4.002
C: 2.565 1.381 -3.061
C: 1.443 1.959 -3.644
C: 1.388 3.337 -3.797
C: 2.436 4.129 -3.353
C: 3.549 3.551 -2.755
C: 3.613 2.176 -2.603
H: 2.678 -0.719 -5.609
H: 1.290 -1.324 -7.532
H: -0.941 -2.319 -7.194
H: -1.791 -2.717 -4.921
H: -0.411 -2.143 -2.952
H: 4.320 -3.295 -2.256
H: 6.585 -4.042 -2.857
H: 8.063 -2.584 -4.187
H: 7.285 -0.370 -4.935
H: 5.038 0.421 -4.338
H: 0.630 1.345 -4.011
H: 0.536 3.792 -4.281
H: 2.392 5.201 -3.483
H: 4.370 4.172 -2.427
H: 4.498 1.730 -2.163



The following is a DFT calculation (ωB97M-V/def2-TZVPD) of a single C5H10OS2 molecule in a non-equilibrium geometry.

electronic energy	-1068.0891	hartree
total charge	0
structure (SMILES)	C[C@@H]1[C@H](O)[C@@H](S)[C@@H]1S
orbital gap	9.692	eV

Cartesian coordinates (Å):
C: 0.261 -1.375 1.327
C: -0.265 -0.001 0.957
C: -1.227 -0.014 -0.239
O: -1.854 -1.231 -0.517
C: -0.084 0.320 -1.168
S: -0.272 1.510 -2.547
C: 0.630 0.867 0.049
S: 2.408 0.655 0.250
H: 0.746 -1.880 0.482
H: 0.978 -1.347 2.152
H: -0.554 -2.063 1.595
H: -0.613 0.493 1.890
H: -1.971 0.780 -0.176
H: -2.461 -1.107 -1.220
H: 0.358 -0.549 -1.650
H: 1.048 1.702 -2.778
H: 0.349 1.929 0.167
H: 2.522 1.311 1.427



The following is a DFT calculation (ωB97M-V/def2-TZVPD) of 7 unconnected molecules or ions with the total composition C56H67F13N5S in a non-equilibrium geometry.

electronic energy	-4143.9744	hartree
total charge	+1
orbital gap	6.293	eV

Cartesian coordinates (Å):
N: -3.166 -3.751 -0.937
C: -2.160 -2.823 -0.386
C: -2.683 -1.382 -0.343
C: -1.919 -0.575 0.716
C: -0.631 0.040 0.190
C: 0.311 0.527 1.273
C: 1.059 1.678 1.012
C: 1.878 2.118 1.990
C: 2.687 3.357 1.814
C: 4.160 3.028 1.447
N: 4.479 3.545 0.116
C: 1.891 1.352 3.164
C: 2.793 1.785 4.296
C: 1.983 2.651 5.276
C: 2.767 3.045 6.542
F: 3.672 2.071 6.801
F: 1.890 3.045 7.563
C: 3.411 4.437 6.363
F: 2.364 5.284 6.222
F: 4.049 4.458 5.173
C: 4.242 5.034 7.533
F: 3.410 5.012 8.604
F: 4.450 6.329 7.281
C: 5.531 4.327 8.034
F: 5.263 3.161 8.618
F: 5.994 5.113 9.017
S: 6.949 4.071 6.793
F: 6.449 5.280 5.915
F: 7.893 5.061 7.573
F: 7.523 2.902 7.682
F: 6.072 3.024 6.000
F: 8.106 3.834 5.753
N: 1.167 0.263 3.325
C: 1.162 -0.559 4.547
C: 2.344 -1.554 4.615
C: 1.828 -2.987 4.772
C: 1.605 -3.647 3.408
N: 2.924 -3.949 2.788
N: 0.352 -0.179 2.365
H: -3.565 -4.303 -0.187
H: -2.643 -4.434 -1.474
H: -1.906 -3.148 0.625
H: -1.233 -2.839 -0.961
H: -3.707 -1.468 0.015
H: -2.659 -0.923 -1.327
H: -1.749 -1.235 1.560
H: -2.527 0.237 1.116
H: -0.878 0.851 -0.489
H: -0.035 -0.655 -0.408
H: 0.979 2.213 0.081
H: 2.601 4.048 2.648
H: 2.279 3.858 0.941
H: 4.292 1.949 1.402
H: 4.836 3.434 2.202
H: 4.889 4.468 0.190
H: 5.197 2.980 -0.318
H: 3.591 2.401 3.902
H: 3.272 0.923 4.746
H: 1.647 3.530 4.732
H: 1.072 2.160 5.603
H: 1.167 0.059 5.435
H: 0.214 -1.078 4.539
H: 2.905 -1.324 5.519
H: 3.041 -1.447 3.787
H: 2.504 -3.580 5.379
H: 0.874 -3.001 5.303
H: 1.076 -4.582 3.578
H: 1.055 -2.973 2.753
H: 3.013 -4.950 2.691
H: 2.941 -3.532 1.868
C: 11.703 1.319 5.507
C: 12.471 0.349 4.879
C: 11.926 -0.417 3.859
C: 10.613 -0.208 3.460
C: 9.845 0.765 4.086
C: 10.388 1.526 5.112
H: 12.128 1.915 6.304
H: 13.497 0.190 5.185
H: 12.524 -1.177 3.373
H: 10.189 -0.803 2.662
H: 8.821 0.929 3.774
H: 9.788 2.279 5.603
C: -6.443 -8.114 -0.336
C: -6.521 -6.736 -0.199
C: -5.828 -6.101 0.821
C: -5.050 -6.843 1.701
C: -4.971 -8.222 1.562
C: -5.670 -8.858 0.546
H: -6.986 -8.610 -1.131
H: -7.121 -6.157 -0.889
H: -5.894 -5.025 0.931
H: -4.506 -6.346 2.495
H: -4.364 -8.801 2.246
H: -5.613 -9.933 0.440
C: -1.352 -0.164 -5.332
C: -1.472 1.219 -5.321
C: -0.775 1.972 -4.387
C: 0.049 1.340 -3.466
C: 0.172 -0.044 -3.479
C: -0.531 -0.796 -4.409
H: -1.898 -0.749 -6.060
H: -2.109 1.713 -6.043
H: -0.876 3.050 -4.378
H: 0.598 1.928 -2.739
H: 0.818 -0.538 -2.762
H: -0.439 -1.875 -4.416
C: -2.416 6.636 -7.069
C: -2.752 6.589 -5.723
C: -3.285 5.428 -5.180
C: -3.474 4.311 -5.983
C: -3.135 4.357 -7.328
C: -2.610 5.520 -7.872
H: -2.004 7.542 -7.493
H: -2.599 7.459 -5.097
H: -3.553 5.393 -4.131
H: -3.887 3.404 -5.558
H: -3.282 3.485 -7.954
H: -2.351 5.557 -8.923
C: -7.799 2.179 -10.207
C: -7.916 3.562 -10.197
C: -7.219 4.311 -9.259
C: -6.397 3.677 -8.337
C: -6.278 2.294 -8.350
C: -6.982 1.544 -9.283
H: -8.345 1.595 -10.937
H: -8.552 4.056 -10.920
H: -7.314 5.389 -9.247
H: -5.851 4.260 -7.609
H: -5.636 1.799 -7.631
H: -6.892 0.465 -9.289
C: -7.464 -7.873 -5.851
C: -7.542 -6.494 -5.712
C: -6.849 -5.859 -4.690
C: -6.073 -6.602 -3.813
C: -5.992 -7.981 -3.954
C: -6.691 -8.617 -4.971
H: -8.006 -8.368 -6.646
H: -8.143 -5.914 -6.401
H: -6.915 -4.784 -4.578
H: -5.529 -6.106 -3.018
H: -5.385 -8.560 -3.269
H: -6.632 -9.692 -5.078



The following is a DFT calculation (ωB97M-V/def2-TZVPD) of a gas-phase ion, C5H10N6O2 (charge +2) in a non-equilibrium geometry.

electronic energy	-674.9471	hartree
total charge	+2
structure (SMILES)	NC(=[NH2+])C1(C(N)=[NH2+])C(=O)NNC1=O
orbital gap	9.917	eV

Cartesian coordinates (Å):
N: -0.526 0.102 -2.365
C: -0.898 -0.172 -1.145
N: -2.140 -0.428 -0.796
C: 0.145 -0.190 -0.057
C: -0.187 1.156 0.804
N: 0.356 2.286 0.438
N: -0.934 0.979 1.849
C: 1.620 -0.213 -0.623
O: 2.002 0.681 -1.310
N: 2.175 -1.281 -0.086
N: 1.273 -2.010 0.773
C: 0.044 -1.408 0.853
O: -0.937 -1.694 1.527
H: 0.391 0.744 -2.347
H: -1.146 0.158 -3.186
H: -2.307 -0.519 0.224
H: -2.830 -0.984 -1.327
H: 1.159 2.266 -0.322
H: 0.274 3.091 1.091
H: -1.306 0.029 2.009
H: -0.975 1.674 2.596
H: 3.145 -1.513 -0.052
H: 1.603 -2.753 1.451



- Which of these has the lowest electronic energy?
  C44H46AuF6N8OPSSb2



- What is the total charge in the second record?
  +2



- Which of these has the lowest electronic energy?
  C44H46AuF6N8OPSSb2